10
Properties=species:S:1:pos:R:3 method="wB97M-V/def2-TZVPD" relative_energy_kcal_mol=36.8 orbital_gap_ev=11.10 lumo_energy_ev=0.74 smiles="C=O.CO"
C 2.645 -0.343 -0.449
O 2.735 -1.001 -1.440
H 3.489 -0.289 0.265
H 1.789 0.300 -0.200
C -1.609 -0.082 0.463
O -2.541 0.771 -0.203
H -1.288 0.349 1.407
H -0.867 -0.389 -0.263
H -2.209 -0.965 0.709
H -2.144 1.648 -0.288